Record 1
Molecular formula: C6H10
Method: DFT, ωB97M-V/def2-TZVPD

Element x y z (Å)
1 C -0.451 1.250 0.244
2 C -0.774 -0.162 0.735
3 C -1.113 -0.500 -0.717
4 C 0.175 0.501 -0.957
5 C 1.371 -0.217 -0.334
6 C 0.633 -0.804 0.895
7 H 0.163 1.876 0.897
8 H -1.345 1.794 -0.079
9 H -1.454 -0.346 1.569
10 H -1.972 0.025 -1.144
11 H -1.314 -1.578 -0.875
12 H 0.383 1.074 -1.872
13 H 2.193 0.450 -0.031
14 H 1.806 -0.953 -1.019
15 H 1.098 -0.513 1.841
16 H 0.601 -1.897 0.846

Values from the calculation:
**LUMO energy**: 1.21 eV
**Strongest force on any atom**: 1.32 eV/A
**Energy above the lowest of the compared OMol25 structures with the same formula, charge and spin**: 23.7 kcal per mole
**Electronic energy**: -6382.830 eV

Löwdin population analysis, charges in e, atoms 1 to 6:
1. C -0.138
2. C -0.310
3. C -0.088
4. C -0.234
5. C -0.171
6. C -0.157

Record 2
Molecular formula: C6H10
Method: DFT, ωB97M-V/def2-TZVPD

Element x y z (Å)
1 C -1.045 -1.261 -1.045
2 C -1.157 -0.010 -0.394
3 C -0.144 -2.026 -0.496
4 C -0.098 0.499 0.223
5 C 1.318 -0.002 0.115
6 C -0.226 1.837 0.976
7 H -1.336 -1.174 -1.969
8 H -2.040 0.546 -0.222
9 H 0.080 -2.054 0.508
10 H 0.182 -2.967 -1.015
11 H 1.844 -0.419 1.031
12 H 1.925 0.934 -0.040
13 H 1.459 -0.587 -0.745
14 H -0.160 2.567 0.067
15 H 0.600 2.030 1.628
16 H -1.200 2.085 1.379

Values from the calculation:
**LUMO energy**: 1.07 eV
**Strongest force on any atom**: 5.69 eV/A
**SMILES string**: C=CC=C(C)C
**Energy above the lowest of the compared OMol25 structures with the same formula, charge and spin**: 59.7 kcal per mole
**Electronic energy**: -6381.269 eV

Löwdin population analysis, charges in e, atoms 1 to 6:
1. C -0.161
2. C -0.113
3. C -0.022
4. C -0.333
5. C -0.095
6. C -0.061

Record 3
Molecular formula: C6H10
Method: DFT, ωB97M-V/def2-TZVPD

Element x y z (Å)
1 C -1.234 0.973 -0.989
2 C -0.096 0.181 -0.414
3 C 0.548 -0.994 -1.027
4 C -0.154 -1.123 0.374
5 C 0.447 -0.399 1.601
6 C 0.894 0.713 0.642
7 H -1.697 0.458 -1.839
8 H -0.901 1.957 -1.333
9 H -2.006 1.117 -0.225
10 H -0.006 -1.382 -1.893
11 H 1.625 -1.035 -1.198
12 H -0.898 -1.904 0.477
13 H -0.351 0.017 2.241
14 H 1.170 -0.872 2.280
15 H 1.928 0.537 0.330
16 H 0.758 1.746 0.953

Values from the calculation:
**LUMO energy**: 1.14 eV
**Strongest force on any atom**: 0.78 eV/A
**SMILES string**: C[C@@]12CC[C@@H]1C2
**Energy above the lowest of the compared OMol25 structures with the same formula, charge and spin**: 40.7 kcal per mole
**Electronic energy**: -6382.095 eV

Löwdin population analysis, charges in e, atoms 1 to 6:
1. C -0.028
2. C -0.462
3. C -0.059
4. C -0.160
5. C -0.141
6. C -0.125

Record 4
Molecular formula: C6H10
Method: DFT, ωB97M-V/def2-TZVPD

Element x y z (Å)
1 C -1.236 1.385 -0.974
2 C -0.278 0.619 -0.115
3 C 0.966 -0.046 -0.647
4 C 1.516 -0.771 0.550
5 C 0.755 -0.485 1.620
6 C -0.354 0.382 1.208
7 H -0.794 2.316 -1.352
8 H -2.141 1.644 -0.416
9 H -1.537 0.794 -1.849
10 H -1.070 -2.039 -0.438
11 H 0.767 -0.700 -1.505
12 H 1.682 0.715 -0.991
13 H 2.398 -1.402 0.525
14 H -0.457 -2.321 -0.121
15 H 0.913 -0.841 2.634
16 H -1.131 0.750 1.872

Values from the calculation:
**LUMO energy**: 1.20 eV
**Strongest force on any atom**: 0.18 eV/A
**SMILES string**: CC1=CC=CC1.[H][H]
**Energy above the lowest of the compared OMol25 structures with the same formula, charge and spin**: 32.4 kcal per mole
**Electronic energy**: -6382.453 eV

Löwdin population analysis, charges in e, atoms 1 to 6:
1. C -0.059
2. C -0.329
3. C -0.190
4. C -0.136
5. C -0.112
6. C -0.072

The highest strongest force on any atom belongs to which entry?
number 2

Among the records above, which one has the lowest LUMO energy?
number 2